No. 1
83
Properties=species:S:1:pos:R:3:mulliken_spin:R:1 method="wB97M-V/def2-TZVPD" e_lumo_ev="2.2 / 1.7" relative_energy_kcal_mol=33.8 charge=-1 energy_ha=-2283.3662 multiplicity=3 homo_ev="-1.35 / -3.62"
Pd 0.194 1.449 -0.374 0.0422
C -1.137 5.423 -2.344 -0.0057
O 0.084 5.406 -3.056 -0.0017
C 1.250 5.090 -2.376 -0.0758
C 2.330 5.906 -2.696 0.2109
C 3.573 5.682 -2.114 -0.1204
C 3.722 4.634 -1.234 0.1838
C 2.652 3.766 -0.902 -0.1739
C 2.930 2.708 -0.004 0.5158
N 2.199 1.564 0.087 0.2716
N 2.456 0.827 1.267 -0.0610
C 1.785 1.224 2.420 0.0470
O 1.075 2.203 2.478 -0.0030
C 2.033 0.403 3.657 0.0042
C 0.964 0.214 4.527 0.0093
C 1.122 -0.538 5.681 -0.0047
C 2.359 -1.090 5.989 0.0051
C 3.437 -0.876 5.142 -0.0060
C 3.274 -0.136 3.979 0.0085
C 1.355 3.998 -1.489 0.1081
O 0.267 3.287 -1.230 0.0433
H -1.786 6.124 -2.875 0.0001
H -1.597 4.441 -2.317 -0.0012
H -0.993 5.773 -1.317 0.0024
H 2.171 6.711 -3.402 0.0256
H 4.414 6.318 -2.363 -0.0066
H 4.690 4.435 -0.787 0.0082
H 3.830 2.772 0.603 0.0457
H 0.015 0.669 4.273 0.0006
H 0.281 -0.691 6.345 -0.0002
H 2.484 -1.679 6.889 0.0006
H 4.411 -1.280 5.390 -0.0003
H 4.116 0.052 3.326 0.0042
C -2.322 -3.160 -2.796 0.0002
O -3.091 -3.364 -1.608 0.0000
C -2.536 -4.184 -0.662 0.0030
C -3.261 -5.334 -0.367 -0.0019
C -2.821 -6.251 0.569 0.0032
C -1.625 -6.017 1.229 -0.0015
C -0.916 -4.860 0.972 0.0041
C -1.350 -3.905 0.047 -0.0010
N -0.494 -2.793 -0.112 0.0069
C -0.745 -1.433 -0.157 -0.0149
N -2.014 -1.060 -0.304 0.0170
C -2.565 0.250 -0.325 0.0044
C -1.809 1.406 -0.431 -0.0066
C -2.517 2.616 -0.390 0.0058
C -3.894 2.661 -0.299 0.0020
C -4.640 1.483 -0.230 -0.0008
C -3.965 0.279 -0.233 0.0054
O -4.576 -0.955 -0.150 0.0001
C -5.984 -0.980 -0.145 -0.0001
N 0.246 -0.580 0.027 -0.0233
C 1.589 -0.965 -0.167 0.3897
C 2.560 -0.611 0.934 0.0130
C 3.981 -0.960 0.609 0.3306
C 4.357 -1.520 -0.556 -0.1006
C 3.403 -1.804 -1.564 0.4767
C 2.058 -1.493 -1.355 -0.2798
O 1.193 -1.700 -2.405 -0.0040
C 1.106 -0.541 -3.248 -0.0024
H -2.786 -2.326 -3.318 0.0000
H -2.370 -4.057 -3.419 0.0001
H -1.288 -2.923 -2.579 -0.0001
H -4.179 -5.495 -0.918 -0.0001
H -3.402 -7.140 0.773 0.0003
H -1.251 -6.724 1.957 -0.0001
H 0.003 -4.660 1.511 0.0015
H 0.465 -2.980 0.142 0.0297
H -2.698 -1.792 -0.420 -0.0010
H -1.949 3.534 -0.435 -0.0044
H -4.409 3.615 -0.280 0.0000
H -5.718 1.521 -0.165 0.0001
H -6.273 -2.028 -0.111 0.0000
H -6.393 -0.519 -1.048 0.0000
H -6.389 -0.464 0.731 0.0000
H 2.262 -1.157 1.839 0.0373
H 4.719 -0.700 1.356 0.0118
H 5.403 -1.731 -0.743 -0.0006
H 3.697 -2.215 -2.520 0.0273
H 0.378 -0.773 -4.023 0.0001
H 2.075 -0.330 -3.705 -0.0030
H 0.776 0.333 -2.681 -0.0004

No. 2
86
Properties=species:S:1:pos:R:3:mulliken_spin:R:1 method="wB97M-V/def2-TZVPD" e_lumo_ev="1.0 / 1.0" charge=-1 energy_ha=-4181.8286 multiplicity=2 homo_ev="-1.62 / -5.20"
Cl 6.500 29.491 -3.799 0.0003
C 6.221 28.664 -5.384 0.0025
C 6.139 27.169 -5.348 -0.0033
Cl 4.814 26.698 -4.358 0.0001
H 7.180 28.918 -5.837 0.0002
H 5.534 29.194 -6.043 0.0001
H 7.017 26.914 -4.756 -0.0004
H 6.187 26.637 -6.298 0.0046
Cl 8.480 21.058 -9.017 -0.0001
C 8.390 22.751 -8.525 0.0003
C 8.003 22.946 -7.030 -0.0001
Cl 8.039 24.632 -6.603 0.0029
H 7.794 23.119 -9.360 -0.0011
H 9.371 23.145 -8.792 -0.0003
H 8.734 22.508 -6.351 -0.0001
H 7.011 22.594 -6.747 0.0009
C 12.091 26.419 -5.606 0.0024
C 10.903 26.651 -6.336 0.0022
C 10.775 26.142 -7.563 -0.0513
C 11.852 25.422 -8.169 0.0073
C 12.920 25.032 -7.422 0.0001
C 13.082 25.637 -6.182 0.0001
N 11.812 24.975 -9.591 0.0004
O 10.728 25.165 -10.148 -0.0002
O 12.784 24.492 -10.125 0.0000
H 12.229 26.766 -4.593 -0.0001
H 10.110 27.181 -5.830 -0.0014
H 9.846 26.382 -8.059 0.0287
H 13.743 24.441 -7.797 0.0000
H 13.891 25.360 -5.523 0.0001
C 10.223 16.302 -9.261 0.0000
C 10.216 15.260 -8.370 0.0000
C 9.979 15.548 -7.004 0.0000
C 9.902 16.838 -6.564 0.0000
C 9.886 17.880 -7.562 0.0000
C 10.138 17.576 -8.854 0.0000
N 9.761 17.115 -5.014 0.0000
O 9.959 18.279 -4.643 0.0000
O 9.622 16.159 -4.261 0.0000
H 10.356 15.950 -10.273 0.0000
H 10.322 14.231 -8.683 0.0000
H 10.095 14.685 -6.365 0.0000
H 9.683 18.922 -7.363 0.0000
H 10.019 18.300 -9.646 0.0000
C 6.897 28.982 -13.139 0.0015
C 5.678 28.398 -12.858 -0.0018
C 5.666 27.020 -12.495 -0.0098
C 6.808 26.277 -12.638 0.0177
C 8.006 26.785 -13.029 -0.0090
C 8.009 28.165 -13.271 0.0022
N 6.649 24.845 -12.226 0.0054
O 7.664 24.197 -12.152 0.0034
O 5.622 24.471 -11.682 -0.0061
H 6.988 30.026 -13.400 0.0007
H 4.781 28.995 -12.930 -0.0014
H 4.683 26.612 -12.309 0.0037
H 8.868 26.137 -12.973 -0.0003
H 8.949 28.534 -13.655 0.0012
C 7.550 27.603 -9.473 0.1879
C 7.028 28.870 -9.552 -0.0378
C 5.703 28.965 -9.492 0.1187
C 4.821 27.847 -9.397 0.0187
C 5.355 26.570 -9.340 0.1914
C 6.760 26.480 -9.329 -0.0839
N 3.337 28.153 -9.373 0.1929
O 2.868 29.297 -9.560 0.1762
O 2.550 27.228 -9.404 0.2148
H 8.621 27.469 -9.526 0.0321
H 7.719 29.700 -9.520 -0.0076
H 5.350 29.986 -9.486 0.0216
H 4.778 25.658 -9.377 0.0287
H 7.211 25.523 -9.112 -0.0567
C 5.661 23.169 -3.149 -0.0001
C 4.754 23.109 -4.127 -0.0017
C 4.840 22.094 -5.123 0.0016
C 5.860 21.145 -5.035 -0.0002
C 6.786 21.271 -4.011 0.0001
C 6.698 22.248 -2.998 0.0000
N 5.975 19.982 -6.023 0.0000
O 6.875 19.118 -5.872 0.0000
O 5.166 19.738 -6.907 0.0000
H 5.557 23.903 -2.363 0.0000
H 3.975 23.849 -4.228 0.0003
H 4.028 22.037 -5.834 0.0004
H 7.636 20.607 -4.071 0.0000
H 7.368 22.288 -2.153 0.0000

No. 3
46
Properties=species:S:1:pos:R:3:nbo_charge:R:1 method="wB97M-V/def2-TZVPD" e_lumo_ev="4.9 / 4.8" charge=-2 energy_ha=-2270.8128 multiplicity=4 homo_ev="0.36 / 0.36"
C 1.971 -0.716 -0.433 0.0265
C 1.368 -1.938 0.062 -0.1474
C 1.059 -1.727 1.482 -0.2329
C 1.590 -3.267 -0.566 -0.6304
C 1.557 -0.360 1.782 0.0354
C 2.103 0.199 0.629 -0.0652
C 2.875 1.481 0.570 -0.6257
C 2.555 -0.496 -1.771 -0.6516
C 0.962 -2.755 2.548 -0.6168
C 1.592 0.248 3.120 -0.6402
Re -0.902 -1.683 0.381 1.2228
Cl -1.567 -3.575 0.792 -0.3008
Cl -0.605 -1.411 -1.887 -0.4983
O -1.222 -0.418 1.681 -0.9532
H 1.482 -3.224 -1.662 0.2210
H 0.923 -4.058 -0.191 0.2109
H 2.633 -3.569 -0.362 0.1770
H 0.675 -3.736 2.170 0.2117
H 0.235 -2.438 3.306 0.2047
H 1.935 -2.842 3.047 0.1762
H 0.701 -0.019 3.685 0.2181
H 1.651 1.334 3.042 0.2181
H 2.477 -0.089 3.667 0.1824
H 2.484 2.215 1.280 0.2230
H 2.835 1.942 -0.421 0.2361
H 3.933 1.314 0.821 0.1706
H 1.989 -1.013 -2.550 0.2273
H 3.603 -0.839 -1.789 0.1812
H 2.552 0.577 -2.016 0.2302
H -2.150 -0.273 2.003 0.4647
O -0.215 3.156 -0.686 -1.3823
H -0.632 2.554 -0.037 0.3930
Cl -4.052 0.573 2.307 -0.0433
C -4.002 1.230 0.699 -0.0575
C -4.644 2.447 0.463 -0.2336
C -4.643 3.005 -0.811 -0.2444
C -3.904 2.346 -1.827 -0.1857
C -3.264 1.146 -1.570 -0.1684
C -3.358 0.514 -0.319 -0.0063
C -2.935 -0.917 -0.202 -0.7918
H -5.154 2.952 1.268 0.1996
H -5.199 3.923 -1.030 0.1917
H -3.834 2.812 -2.817 0.1984
H -2.717 0.652 -2.359 0.2292
H -3.624 -1.487 0.460 0.1977
H -2.929 -1.341 -1.226 0.2282